Entry P
{"formula": "C4H8N3S", "method": "ωB97M-V/def2-TZVPD", "smiles": "[NH3+][C@]1(S)C=NC=NC1", "orbital_gap_ev": 9.62, "e_homo_ev": -14.01, "molar_mass_g_mol": 130.2, "total_charge": 1, "elements": ["C", "C", "C", "C", "N", "N", "N", "S", "H", "H", "H", "H", "H", "H", "H", "H"], "positions_angstrom": [[0.4086, -0.2848, -1.3887], [2.2056, 0.4357, -0.2370], [0.4618, -0.1972, 1.0987], [-0.3662, 0.0107, -0.1637], [1.6207, -0.0142, -1.4187], [1.7747, 0.2980, 0.9317], [-1.8268, -0.5383, -0.1447], [-0.7715, 1.8749, -0.1887], [-0.0058, -0.8549, -2.1522], [3.2572, 0.6799, -0.3311], [0.1312, 0.3830, 2.0328], [0.5026, -1.2742, 1.3329], [-2.4456, -0.1025, 0.5273], [-1.8749, -1.5987, 0.0306], [-2.3059, -0.6344, -1.0264], [-0.7656, 1.8169, 1.0971]]}


Entry Q
{"formula": "C4H8N3S", "method": "ωB97M-V/def2-TZVPD", "smiles": "[NH3+][C@]1(S)C=NC=NC1", "orbital_gap_ev": 8.71, "e_homo_ev": -13.11, "molar_mass_g_mol": 130.2, "total_charge": 1, "elements": ["C", "C", "C", "C", "N", "N", "N", "S", "H", "H", "H", "H", "H", "H", "H", "H"], "positions_angstrom": [[-0.3298, -0.0450, -1.1950], [-2.2909, -0.0703, 0.0900], [-0.4476, 0.9359, 1.0661], [0.5784, -0.2455, -0.0116], [-1.6052, -0.2574, -1.0745], [-1.7841, 0.7377, 0.9599], [2.0118, 0.1556, -0.4165], [0.7956, -1.7634, 0.9807], [0.0552, 0.3310, -2.1128], [-3.3778, -0.3968, 0.0434], [-0.1907, 0.4872, 2.0364], [-0.0724, 1.9164, 0.8014], [2.3909, 0.9306, -0.0106], [1.8318, 0.3345, -1.4114], [2.6972, -0.6157, -0.2572], [-0.2625, -2.4346, 0.5117]]}


So which one wins? Going from most stable to least: entry P, entry Q.